{
  "formula": "C18H16FN3O4S",
  "method": "ωB97M-V/def2-TZVPD",
  "homo_ev": -8.647,
  "orbital_gap_ev": 8.05,
  "symbols": ["O", "O", "O", "F", "N", "N", "O", "C", "C", "C", "C", "C", "C", "C", "C", "C", "C", "C", "C", "C", "N", "C", "C", "C", "C", "C", "S", "H", "H", "H", "H", "H", "H", "H", "H", "H", "H", "H", "H", "H", "H", "H", "H"],
  "coordinates": [[2.79, 1.55, 2.64], [-1.04, -2.95, -2.16], [0.61, -1.23, -2.59], [-1.06, -1.53, 5.64], [-1.28, 2.13, -2.40], [-0.70, -0.45, 0.13], [3.99, -0.69, 3.88], [1.80, 0.82, 2.66], [-0.38, 2.60, -1.58], [0.10, -0.40, 1.22], [-0.74, 0.64, -0.67], [1.27, -2.14, 5.79], [2.53, -1.95, 5.10], [0.70, 1.96, 0.78], [0.37, -0.42, 4.23], [0.22, -1.44, 5.23], [2.71, -0.89, 4.19], [0.92, 0.77, 1.49], [-0.06, 1.84, -0.42], [1.65, -0.14, 3.77], [-1.53, 0.83, -1.81], [0.29, 3.90, -1.97], [-2.27, -1.14, -4.83], [-2.48, 0.10, -3.92], [-1.09, -1.98, -4.47], [-2.04, -0.38, -2.55], [-0.78, -1.63, -2.73], [4.06, 0.18, 3.47], [0.14, -1.33, 1.82], [1.10, -2.90, 6.53], [3.44, -2.65, 5.24], [1.27, 2.82, 0.96], [-0.57, 0.09, 3.93], [1.35, 3.68, -2.03], [0.04, 4.55, -1.04], [-0.14, 4.44, -2.86], [-3.25, -1.68, -4.72], [-2.14, -0.80, -5.87], [-3.48, 0.35, -4.05], [-1.92, 1.03, -4.27], [-1.32, -3.03, -4.58], [-0.13, -1.71, -5.04], [-2.95, -0.85, -2.11]],
  "lowdin_charge": [0.088, -0.331, -0.305, 0.042, 0.173, 0.150, 0.089, -0.302, -0.322, -0.012, -0.249, 0.027, 0.027, 0.109, 0.043, -0.270, -0.308, -0.100, -0.079, -0.121, -0.033, -0.027, -0.237, -0.173, -0.234, -0.283, 0.711, 0.099, 0.139, 0.111, 0.154, 0.115, 0.152, 0.077, 0.110, 0.096, 0.134, 0.118, 0.093, 0.133, 0.099, 0.137, 0.163]
}



{
  "formula": "C18H16IMnNO3S2Se2Te2",
  "method": "ωB97M-V/def2-TZVPD",
  "multiplicity": 4,
  "homo_ev": [-7.559, -7.394],
  "orbital_gap_ev": [6.75, 4.76],
  "symbols": ["Mn", "Se", "Te", "Te", "Se", "S", "C", "C", "C", "C", "C", "C", "H", "H", "H", "H", "H", "I", "C", "C", "C", "C", "C", "N", "H", "H", "H", "H", "C", "C", "C", "C", "C", "C", "C", "S", "O", "O", "O", "H", "H", "H", "H", "H", "H", "H"],
  "coordinates": [[0.05, -0.48, 1.47], [-0.32, 0.69, 3.37], [0.04, -0.76, 5.38], [-1.94, -2.45, 4.55], [-1.03, -2.41, 2.21], [-1.88, 0.34, 0.56], [-2.65, 1.74, 1.29], [-4.04, 1.74, 1.40], [-4.68, 2.81, 2.01], [-3.96, 3.87, 2.52], [-2.58, 3.90, 2.37], [-1.92, 2.85, 1.74], [-4.59, 0.90, 1.01], [-5.76, 2.79, 2.10], [-4.47, 4.68, 3.03], [-2.01, 4.74, 2.75], [-0.86, 2.91, 1.56], [3.05, 1.88, 2.37], [3.20, -0.20, 2.18], [4.48, -0.69, 1.97], [4.68, -2.05, 1.92], [3.60, -2.89, 2.11], [2.36, -2.33, 2.31], [2.13, -1.00, 2.32], [5.29, 0.00, 1.84], [5.67, -2.45, 1.73], [3.70, -3.97, 2.11], [1.49, -2.95, 2.48], [-0.95, -0.68, -6.23], [-0.35, -0.59, -4.85], [0.66, -1.47, -4.48], [1.17, -1.46, -3.19], [0.68, -0.54, -2.28], [-0.31, 0.36, -2.63], [-0.82, 0.33, -3.92], [1.30, -0.67, -0.63], [2.69, -1.00, -0.71], [1.03, 0.57, 0.14], [0.47, -1.71, 0.03], [-0.19, -0.97, -6.96], [-1.40, 0.26, -6.54], [-1.73, -1.44, -6.23], [1.05, -2.18, -5.20], [1.96, -2.13, -2.89], [-0.69, 1.08, -1.91], [-1.60, 1.03, -4.19]],
  "lowdin_spin": [2.181, 0.003, 0.043, 0.351, 0.360, -0.019, 0.004, 0.002, 0.000, 0.005, -0.001, 0.007, -0.001, 0.000, 0.000, 0.000, 0.000, 0.002, 0.001, -0.001, 0.001, 0.001, 0.016, -0.001, 0.000, 0.000, 0.000, 0.017, 0.000, 0.000, 0.000, 0.000, 0.000, 0.001, 0.000, 0.002, 0.000, 0.010, 0.013, 0.000, 0.000, 0.000, 0.000, 0.000, 0.002, 0.000]
}



{
  "formula": "C18H16N4O3SbSe4Ta",
  "method": "ωB97M-V/def2-TZVPD",
  "homo_ev": -7.331,
  "orbital_gap_ev": 5.92,
  "symbols": ["Ta", "C", "O", "C", "C", "C", "C", "C", "C", "N", "N", "C", "O", "C", "C", "C", "C", "C", "C", "C", "O", "H", "H", "H", "H", "H", "H", "H", "H", "H", "H", "H", "H", "Se", "Sb", "Se", "Se", "Se", "N", "C", "C", "N", "C", "H", "H", "H", "H"],
  "coordinates": [[0.36, 0.07, -0.48], [-2.52, -2.78, -2.04], [-3.45, -2.55, -0.97], [-3.07, -2.20, 0.27], [-4.01, -2.45, 1.28], [-3.75, -2.18, 2.60], [-2.53, -1.63, 2.97], [-1.60, -1.31, 1.99], [-0.31, -0.69, 2.36], [0.05, 0.35, 1.71], [1.41, 0.80, 1.73], [2.26, -0.09, 1.21], [1.82, -1.08, 0.49], [3.70, 0.13, 1.34], [4.57, -0.52, 0.47], [5.94, -0.32, 0.58], [6.43, 0.53, 1.56], [5.57, 1.18, 2.43], [4.20, 0.99, 2.32], [-1.86, -1.59, 0.64], [-0.96, -1.29, -0.35], [-3.11, -3.25, -2.82], [-1.72, -3.45, -1.72], [-2.11, -1.85, -2.42], [-4.94, -2.90, 0.97], [-4.50, -2.40, 3.35], [-2.31, -1.42, 4.01], [0.33, -1.18, 3.10], [4.17, -1.18, -0.29], [6.61, -0.82, -0.10], [7.50, 0.68, 1.65], [5.96, 1.84, 3.20], [3.51, 1.49, 2.99], [-0.25, 0.35, -6.79], [-1.56, 1.56, -5.26], [1.01, 0.32, -2.65], [-3.59, 0.67, -4.35], [-1.05, 3.80, -4.59], [-2.59, 2.73, -1.69], [-1.77, 3.70, -1.17], [-0.83, 3.06, -0.43], [-1.08, 1.69, -0.52], [-2.15, 1.55, -1.29], [-3.27, 2.83, -2.43], [-1.91, 4.75, -1.39], [-0.01, 3.45, 0.14], [-2.58, 0.62, -1.64]],
  "lowdin_charge": [1.318, -0.035, -0.056, -0.215, 0.022, -0.063, -0.039, -0.136, -0.041, -0.110, 0.061, -0.489, -0.179, -0.162, -0.005, -0.059, -0.064, -0.066, -0.020, -0.197, -0.279, 0.101, 0.101, 0.060, 0.130, 0.111, 0.117, 0.156, 0.122, 0.110, 0.109, 0.108, 0.112, -0.134, -0.182, 0.163, -0.118, -0.131, 0.076, -0.105, -0.109, -0.151, -0.232, 0.094, 0.119, 0.112, 0.075]
}



Respective DFT total energy values: -1658.69809; -8559.97396; -11043.31746 a.u..
Respective energy relative to the best compared isomer or geometry (same formula, charge and spin) values: 0.723; 0.828; 0.156 eV.